Record 1
Here is a cluster of 2 separate species, C3H4NOS in total in a non-equilibrium geometry from the Open Molecules 2025 dataset. Energies are from ωB97M-V/def2-TZVPD.

Output
Orbital gap (eV): 5.6
Charge: -1
LUMO level (eV): 3.59
ΔE to the lowest compared entry with this formula, charge and spin (kcal per mole): 42.44

Last column: Löwdin charge in e.
Cartesian coordinates (Å):
C: 0.68341 -0.96154 -0.16990  -0.40
C: 0.16127 -3.45916 -0.11027  -0.95
C: -0.41471 -0.01461 0.21350  -0.19
N: 1.84702 -0.67054 -0.53224  -0.03
O: 1.17518 -4.06285 -0.00709  -0.04
S: -1.43263 -3.49669 -0.20965  0.50
H: -1.35453 -0.33284 -0.24112  0.03
H: -0.54006 -0.04389 1.29774  0.05
H: -0.20215 1.02677 -0.08848  0.04
H: 2.09379 0.34390 -0.58169  -0.01

Atomic forces in eV per Å
C -0.559 -1.861 0.270
C 2.078 0.757 0.270
C 0.135 0.206 -0.188
N 1.011 0.253 -0.288
O -0.695 0.809 -0.170
S -1.429 -0.111 -0.114
H -0.038 -0.018 0.079
H -0.078 -0.040 0.030
H 0.046 0.001 0.006
H -0.470 0.003 0.107

=====

Record 2
Here is an isolated molecule of H2N2O3Si in a non-equilibrium geometry from the Open Molecules 2025 dataset. Energies are from ωB97M-V/def2-TZVPD.

Output
Orbital gap (spin up / spin down) (eV): 8.3 / 8.5
LUMO level (spin up / spin down) (eV): -1.72 / -1.69
SMILES: O=N[SiH2][N+](=O)[O-]
ΔE to the lowest compared entry with this formula, charge and spin (kcal per mole): 44.23

Last column: Löwdin charge in e.
Cartesian coordinates (Å):
O: 1.98851 -1.66819 0.15242  -0.08
N: 0.85396 -1.51860 0.62196  -0.17
Si: 0.35808 0.18870 0.65805  0.84
N: -1.11377 0.44678 -0.70546  -0.49
O: -0.77982 1.35823 -1.44076  -0.06
O: -2.14788 -0.12200 -0.90125  0.01
H: 1.25730 0.97249 -0.17896  0.00
H: -0.41638 0.34258 1.79399  -0.05

Atomic forces in eV per Å
O -1.424 -0.010 0.572
N 1.715 -0.642 -0.582
Si -1.175 -0.174 -3.290
N 1.057 0.149 -0.126
O 0.882 1.022 -0.106
O -0.903 -1.388 0.968
H 0.429 0.355 0.728
H -0.580 0.687 1.837

=====

Record 3
Here is a cluster of 2 separate species, C6H14NS in total in a non-equilibrium geometry from the Open Molecules 2025 dataset. Energies are from ωB97M-V/def2-TZVPD.

Output
Orbital gap (spin up / spin down) (eV): 7.6 / 7.8
Charge: +1
<S²>: 2.005
LUMO level (spin up / spin down) (eV): -2.64 / -6.15
Multiplicity: 3
ΔE to the lowest compared entry with this formula, charge and spin (kcal per mole): 0.00

Last column: Löwdin charge in e.
Cartesian coordinates (Å):
C: -0.14982 1.29686 -1.66895  0.07
C: 0.60886 0.92968 -0.45420  -0.22
C: 2.07087 1.09727 -0.53085  -0.02
C: -3.19447 -0.53957 3.02254  -0.18
C: 1.07576 -0.81932 -2.25634  -0.03
C: -2.14264 -0.35428 2.00503  -0.73
N: 0.25476 -0.11515 -1.38315  -0.11
S: -2.20141 -0.98247 0.50016  0.82
H: -1.19602 1.38755 -1.81543  0.12
H: 0.42355 1.70196 -2.56502  0.17
H: 2.37308 1.99339 -0.01537  0.10
H: 2.47609 1.09309 -1.48579  0.07
H: 2.57928 0.26278 0.05806  0.14
H: -4.20578 -1.00998 2.57471  0.12
H: -3.57255 0.49974 3.18147  0.09
H: -2.84406 -0.97365 3.91392  0.06
H: 2.04589 -1.10856 -1.85030  0.11
H: 0.68378 -1.82020 -2.51196  0.13
H: 1.33045 -0.29572 -3.16111  0.11
H: -1.41228 0.32540 2.33602  0.04
H: -0.49157 -0.67327 -1.13859  0.03
H: 0.16564 0.72323 0.43776  0.10

Atomic forces in eV per Å
C 1.148 0.010 -1.685
C 1.614 0.407 -2.488
C 1.176 -0.504 3.691
C -4.086 0.972 -2.320
C 2.973 -2.824 -1.874
C -0.231 -0.283 0.977
N -0.899 1.037 -1.323
S -0.068 -0.546 -1.314
H -0.875 0.362 0.667
H -0.611 -0.441 1.553
H 0.130 0.485 0.051
H 0.486 0.165 -1.812
H -0.667 0.925 -0.745
H 2.511 0.389 1.194
H 0.295 -0.619 0.609
H 0.147 -0.699 1.127
H -0.027 0.332 0.524
H -0.475 0.751 0.023
H -0.327 0.296 -0.378
H 1.285 0.761 -0.152
H -2.253 -1.196 1.112
H -1.247 0.220 2.563

=====

Copy entry 3 word for word.
Here is a cluster of 2 separate species, C6H14NS in total in a non-equilibrium geometry from the Open Molecules 2025 dataset. Energies are from ωB97M-V/def2-TZVPD.

Output
Orbital gap (spin up / spin down) (eV): 7.6 / 7.8
Charge: +1
<S²>: 2.005
LUMO level (spin up / spin down) (eV): -2.64 / -6.15
Multiplicity: 3
ΔE to the lowest compared entry with this formula, charge and spin (kcal per mole): 0.00

Last column: Löwdin charge in e.
Cartesian coordinates (Å):
C: -0.14982 1.29686 -1.66895  0.07
C: 0.60886 0.92968 -0.45420  -0.22
C: 2.07087 1.09727 -0.53085  -0.02
C: -3.19447 -0.53957 3.02254  -0.18
C: 1.07576 -0.81932 -2.25634  -0.03
C: -2.14264 -0.35428 2.00503  -0.73
N: 0.25476 -0.11515 -1.38315  -0.11
S: -2.20141 -0.98247 0.50016  0.82
H: -1.19602 1.38755 -1.81543  0.12
H: 0.42355 1.70196 -2.56502  0.17
H: 2.37308 1.99339 -0.01537  0.10
H: 2.47609 1.09309 -1.48579  0.07
H: 2.57928 0.26278 0.05806  0.14
H: -4.20578 -1.00998 2.57471  0.12
H: -3.57255 0.49974 3.18147  0.09
H: -2.84406 -0.97365 3.91392  0.06
H: 2.04589 -1.10856 -1.85030  0.11
H: 0.68378 -1.82020 -2.51196  0.13
H: 1.33045 -0.29572 -3.16111  0.11
H: -1.41228 0.32540 2.33602  0.04
H: -0.49157 -0.67327 -1.13859  0.03
H: 0.16564 0.72323 0.43776  0.10

Atomic forces in eV per Å
C 1.148 0.010 -1.685
C 1.614 0.407 -2.488
C 1.176 -0.504 3.691
C -4.086 0.972 -2.320
C 2.973 -2.824 -1.874
C -0.231 -0.283 0.977
N -0.899 1.037 -1.323
S -0.068 -0.546 -1.314
H -0.875 0.362 0.667
H -0.611 -0.441 1.553
H 0.130 0.485 0.051
H 0.486 0.165 -1.812
H -0.667 0.925 -0.745
H 2.511 0.389 1.194
H 0.295 -0.619 0.609
H 0.147 -0.699 1.127
H -0.027 0.332 0.524
H -0.475 0.751 0.023
H -0.327 0.296 -0.378
H 1.285 0.761 -0.152
H -2.253 -1.196 1.112
H -1.247 0.220 2.563

=====

ΔE to the lowest compared entry with this formula, charge and spin of number 3 (C6H14NS)?
0.00 kcal per mole

=====

Among the records above, which one has the lowest ΔE to the lowest compared entry with this formula, charge and spin?
C6H14NS